## P
Formula: C2H4O2Si
Source: the OMol25 dataset
Level of theory: wB97M-V/def2-TZVPD

```
! wB97M-V def2-TZVPD RIJCOSX def2/J DEFGRID3
* xyz 0 1
C -1.238 -0.684 0.649
C -1.641 -0.247 -0.590
O 1.962 -0.306 -0.372
O 0.372 2.109 0.467
Si -0.504 0.927 0.103
H -1.197 -1.635 1.259
H -2.093 -0.531 -1.569
H 2.156 -0.214 0.619
H 2.183 0.581 -0.564
*
```

For the LUMO energy, the calculation gives 0.156 eV. The structure (SMILES) is O=[si]1cc1.O. As for the gap between HOMO and LUMO: 0.3527 Eh.

=====

## Q
Formula: C2H4O2Si
Source: the OMol25 dataset
Level of theory: wB97M-V/def2-TZVPD

```
! wB97M-V def2-TZVPD RIJCOSX def2/J DEFGRID3
* xyz 0 1
C 0.037 0.859 -0.312
C -0.362 -0.380 -0.494
O 0.290 -3.243 0.081
O 0.311 -4.693 -0.095
Si 0.291 -1.782 0.578
H -0.442 1.712 -0.664
H 0.720 1.039 0.614
H -0.962 -0.766 -1.249
H 0.511 -1.179 1.854
*
```

For the LUMO energy (alpha / beta), the calculation gives -1.185 / -1.185 eV. As for the gap between HOMO and LUMO (alpha / beta): 0.2639 / 0.2638 Eh.

=====

Which structure is most stable, and how do the rest compare? From most to least stable: P, Q.

=====

## P
Formula: C3H5N3
Source: the OMol25 dataset
Level of theory: wB97M-V/def2-TZVPD

```
! wB97M-V def2-TZVPD RIJCOSX def2/J DEFGRID3
* xyz 2 1
C -1.525 0.453 0.024
C 0.043 1.503 1.395
C -0.211 -0.151 -0.139
N -1.244 1.641 1.262
N 0.677 0.530 0.694
N 0.098 -1.077 -0.996
H -2.502 0.575 -0.540
H 0.692 2.276 2.057
H 1.601 0.321 0.909
H -0.623 -1.632 -1.604
H 1.123 -1.483 -1.170
*
```

For the LUMO energy (alpha / beta), the calculation gives -14.672 / -13.765 eV. As for the gap between HOMO and LUMO (alpha / beta): 0.2499 / 0.3035 Eh.

=====

## Q
Formula: C3H5N3
Source: the OMol25 dataset
Level of theory: wB97M-V/def2-TZVPD

```
! wB97M-V def2-TZVPD RIJCOSX def2/J DEFGRID3
* xyz 2 1
C 0.986 0.175 -0.619
C 1.407 0.181 1.579
C -0.493 0.043 -0.239
N 1.766 0.285 0.419
N -0.662 -0.150 1.029
N -1.379 -0.212 -1.236
H 1.462 0.010 -1.550
H 1.925 0.248 2.555
H -1.652 -0.329 1.474
H -0.963 -0.241 -2.143
H -2.396 -0.010 -1.268
*
```

For the LUMO energy (alpha / beta), the calculation gives -14.499 / -14.431 eV. As for the gap between HOMO and LUMO (alpha / beta): 0.2253 / 0.2313 Eh.

=====

Which structure is most stable, and how do the rest compare? From most to least stable: P, Q.

=====

## P
Formula: C2H5N2
Source: the OMol25 dataset
Level of theory: wB97M-V/def2-TZVPD

```
! wB97M-V def2-TZVPD RIJCOSX def2/J DEFGRID3
* xyz 1 1
C -0.412 0.941 0.041
C -0.886 -0.524 0.026
N 1.808 -0.096 0.023
N 0.655 0.097 0.041
H -0.571 1.382 -0.836
H -0.536 1.498 0.878
H -1.242 -1.031 0.951
H -0.863 -1.124 -0.919
H 2.048 -1.143 -0.204
*
```

For the LUMO energy, the calculation gives -5.915 eV. The structure (SMILES) is N=[N+]1CC1. As for the gap between HOMO and LUMO: 0.3736 Eh.

=====

## Q
Formula: C2H5N2
Source: the OMol25 dataset
Level of theory: wB97M-V/def2-TZVPD

```
! wB97M-V def2-TZVPD RIJCOSX def2/J DEFGRID3
* xyz 1 1
C 1.232 0.592 0.133
C -1.226 -0.062 -0.052
N -0.018 0.632 -0.268
N 1.568 -0.614 -0.117
H 1.928 1.516 0.268
H -1.355 -0.732 0.934
H -1.977 0.762 -0.184
H -1.531 -0.585 -1.033
H 1.379 -1.509 0.320
*
```

For the LUMO energy, the calculation gives -8.139 eV. As for the gap between HOMO and LUMO: 0.3025 Eh.

=====

## R
Formula: C2H5N2
Source: the OMol25 dataset
Level of theory: wB97M-V/def2-TZVPD

```
! wB97M-V def2-TZVPD RIJCOSX def2/J DEFGRID3
* xyz 1 1
C 0.769 0.734 0.029
C -0.723 -0.628 0.082
N 0.867 -0.586 0.160
N -0.541 0.804 0.147
H 1.498 1.545 0.123
H -0.803 -1.016 -0.939
H -1.356 -1.034 0.895
H 1.410 -1.371 -0.255
H -1.122 1.553 -0.240
*
```

For the LUMO energy, the calculation gives -4.704 eV. As for the gap between HOMO and LUMO: 0.4280 Eh.

=====

Which structure is most stable, and how do the rest compare? From most to least stable: R, P, Q.

=====

## P
Formula: C2H7NO3
Source: the OMol25 dataset
Level of theory: wB97M-V/def2-TZVPD

```
! wB97M-V def2-TZVPD RIJCOSX def2/J DEFGRID3
* xyz 0 1
N 1.309 1.369 0.582
C -0.003 1.498 1.078
O -0.840 0.375 0.737
H 1.300 1.353 -0.426
H 1.892 0.660 0.993
H -0.055 1.674 2.158
H -0.438 2.432 0.703
H -1.519 0.293 1.420
O 0.613 -1.423 -2.279
C -0.111 -2.188 -1.704
O -1.144 -1.816 -0.949
H -0.025 -3.275 -1.795
H -0.980 -0.952 -0.517
*
```

For the LUMO energy, the calculation gives 0.669 eV. The structure (SMILES) is O=CO.NCO. As for the gap between HOMO and LUMO: 0.3975 Eh.

=====

## Q
Formula: C2H7NO3
Source: the OMol25 dataset
Level of theory: wB97M-V/def2-TZVPD

```
! wB97M-V def2-TZVPD RIJCOSX def2/J DEFGRID3
* xyz 0 1
O 0.169 -0.120 -2.267
C -0.157 -0.282 -1.125
O -1.034 0.530 -0.481
C 0.211 -1.501 -0.298
N 0.465 -1.310 1.109
H -1.027 1.389 -0.929
H 1.035 -1.967 -0.831
H -0.619 -2.202 -0.394
H 1.379 -1.002 1.392
H -0.278 -0.755 1.506
H 0.683 1.376 2.006
H 0.220 2.745 1.561
O 0.237 2.170 2.332
*
```

For the LUMO energy, the calculation gives 0.339 eV. The structure (SMILES) is NCC(=O)O.O. As for the gap between HOMO and LUMO: 0.3666 Eh.

=====

## R
Formula: C2H7NO3
Source: the OMol25 dataset
Level of theory: wB97M-V/def2-TZVPD

```
! wB97M-V def2-TZVPD RIJCOSX def2/J DEFGRID3
* xyz 0 1
C -1.147 -0.034 -0.428
N -2.087 -0.923 -1.153
C -1.733 -2.246 -1.550
O -1.124 -2.859 -0.523
O -2.103 -2.862 -2.521
H -0.680 0.651 -1.118
H -1.797 0.706 0.047
H -0.629 -0.513 0.275
H -2.836 -0.538 -1.811
H -0.570 -2.203 0.059
H 5.414 3.110 3.168
H 4.168 3.752 2.712
O 5.126 3.959 2.842
*
```

For the LUMO energy, the calculation gives 0.399 eV. The structure (SMILES) is CNC(=O)O.O. As for the gap between HOMO and LUMO: 0.3767 Eh.

=====

## S
Formula: C2H7NO3
Source: the OMol25 dataset
Level of theory: wB97M-V/def2-TZVPD

```
! wB97M-V def2-TZVPD RIJCOSX def2/J DEFGRID3
* xyz 0 1
N -3.027 -1.251 0.634
C -1.603 -0.922 0.311
O -1.424 -0.435 -0.969
H -3.313 -0.485 1.239
H -2.984 -2.044 1.264
H -1.048 -1.850 0.430
H -1.236 -0.208 1.047
H -2.247 -0.165 -1.360
O 3.119 1.627 -0.354
C 2.420 0.662 -0.261
O 1.285 0.579 0.454
H 2.646 -0.283 -0.771
H 1.329 1.341 1.049
*
```

For the LUMO energy, the calculation gives 0.668 eV. The structure (SMILES) is O=CO.NCO. As for the gap between HOMO and LUMO: 0.3964 Eh.

=====

Which structure is most stable, and how do the rest compare? From most to least stable: Q, P, S, R.